## i
A gas-phase ion, C6H13N2 (charge +1), computed with ωB97M-V with the def2-TZVPD basis set.

```
21
C6H13N2 (ωB97M-V with the def2-TZVPD basis set)
H -1.4411 1.3578 -1.2359
C 0.5992 -0.6298 -0.9255
H -2.5244 -1.3551 1.1683
H 2.1981 -1.9515 -0.8333
H -2.8367 -0.7792 -0.3685
N 0.0345 0.5070 -0.1736
H -0.5728 -0.3932 1.5772
H -0.1561 -1.0773 -1.6862
N 1.1909 0.9070 0.5889
C -0.4100 1.6480 -0.9949
H -0.3552 2.6842 -0.6278
H -1.7637 0.9609 0.8569
C -1.0952 0.1032 0.7609
H 0.1835 1.6761 -1.9589
C 1.7571 -1.0402 -0.4766
H 2.3369 -0.7115 1.4919
H 3.2194 0.1205 0.4410
C -1.9395 -1.0782 0.2915
H 0.7609 1.1771 1.4871
H -1.3634 -1.9630 -0.0162
C 2.1775 -0.1631 0.6338
```

**Frontier orbital gap**: 11.6525 eV
**LUMO energy**: -0.0956 Eh
**Charge**: +1
**Highest occupied orbital energy**: -0.524 Ha
**SMILES**: CC[N@+]1(C)C=CCN1

=====

## ii
2 unconnected molecules or ions with the total composition C6H13N2, computed with ωB97M-V with the def2-TZVPD basis set.

```
21
C6H13N2 (ωB97M-V with the def2-TZVPD basis set)
H 3.4531 0.5237 -0.5543
C 1.3305 0.3578 -0.8027
N 0.2730 0.1713 -1.4239
H -1.0825 0.9080 3.0861
C -0.7984 1.1861 -1.1921
H -0.4484 1.7909 -0.3623
H -0.4228 2.0415 1.6849
C 2.4765 0.2452 -0.2431
C -0.7070 1.1067 2.1121
H 0.2092 -1.5816 2.5847
H 0.1137 -0.6352 -3.3643
H -1.6724 0.7466 -0.7149
H -0.9894 1.8139 -2.0594
C -0.6729 -1.2406 1.9658
H -1.0897 -1.3167 -2.1828
C -0.0723 -0.9930 -2.2796
H -1.5156 -1.2705 2.6279
H 2.4675 -0.0429 0.7275
H 0.4155 -1.9454 -2.2272
H -0.8757 -1.9158 1.1741
N -0.3919 0.0498 1.4434
```

**Frontier orbital gap**: 9.9247 eV
**LUMO energy**: -0.1318 Eh
**Charge**: +1
**Highest occupied orbital energy**: -0.497 Ha

=====

## iii
A gas-phase ion, C6H13N2 (charge +1), computed with ωB97M-V with the def2-TZVPD basis set.

```
21
C6H13N2 (ωB97M-V with the def2-TZVPD basis set)
H -3.2918 1.6746 0.7686
H 0.4393 -2.7875 -0.6812
H 0.1878 -0.6696 -1.3732
C -2.6238 1.1682 0.0827
H -1.8250 1.7760 -0.2713
H 0.4460 1.6702 -0.8753
N 0.6216 -2.6295 0.2651
H -3.1973 0.6831 -0.6829
H 2.5228 0.1578 -1.4363
N 0.9948 1.0424 -0.3122
C 0.3760 -1.3322 0.7315
H 0.9859 1.5547 0.6639
C 0.3830 -0.2772 -0.3627
C 2.4618 0.9720 -0.6729
C -0.8137 -0.4480 0.4348
H 0.3585 -3.3671 0.8515
H 3.0508 0.5057 0.0600
H -2.7091 -0.6597 1.4790
H 2.7163 2.0652 -0.9179
H 0.9544 -1.0281 1.5721
C -2.0383 -0.0710 0.6769
```

**Frontier orbital gap**: 9.1832 eV
**LUMO energy**: -0.1262 Eh
**Charge**: +1
**Highest occupied orbital energy**: -0.464 Ha
**SMILES**: C/C=C1/[C@@H](N)[C@@H]1[NH2+]C

=====

## iv
2 unconnected molecules or ions with the total composition C6H13N2, computed with ωB97M-V with the def2-TZVPD basis set.

```
21
C6H13N2 (ωB97M-V with the def2-TZVPD basis set)
H 0.7066 2.2032 0.0670
H -0.6652 2.3581 -0.9717
C 1.7333 -0.3861 0.1749
C -0.5372 0.5355 0.2670
C -1.3960 -0.4353 0.1235
C -0.4012 1.9082 0.0411
N 2.3601 -0.3265 1.3335
H -0.2344 -2.1125 0.3445
H -2.9926 0.7385 0.8182
H -3.1265 0.1725 -0.8845
H 1.7147 -0.3991 2.2276
H 3.3898 -0.4126 1.4914
H 2.6614 -1.2915 -1.5251
H 1.5692 0.3383 -1.6644
H -1.8505 -2.4394 0.1548
N -1.1042 -1.7743 0.1177
C 2.3347 -0.2679 -1.0991
H -3.5210 -0.8931 0.4602
H 3.4199 0.2188 -1.0901
C -2.9262 -0.0531 0.1111
H -0.9295 2.5255 0.8181
```

**Frontier orbital gap**: 7.8764 eV
**LUMO energy**: -0.1630 Eh
**Charge**: +1
**Highest occupied orbital energy**: -0.452 Ha

=====

Energy comparison, zero being the most stable, in eV: i 0.000; ii 0.810; iii 0.449; iv 1.635.

=====

## i
C4H8S3 in the gas phase, computed with ωB97M-V with the def2-TZVPD basis set.

```
15
C4H8S3 (ωB97M-V with the def2-TZVPD basis set)
S -3.8045 0.7567 -0.1298
H 2.0884 1.2723 -0.9847
H -4.7062 -0.2317 -0.2442
H 2.0970 -0.8096 1.3496
S -2.1398 -1.7807 -0.1732
C 1.6165 0.3055 -1.1486
C -2.4268 -0.2199 -0.1158
S -0.6914 1.2178 -0.0231
H 2.3922 -0.4584 -1.1989
C 0.6456 -0.0080 -0.0248
H 0.5936 -0.2772 2.1170
C 1.3195 -0.0476 1.3399
H 1.1002 0.3314 -2.1085
H 0.1439 -0.9672 -0.2187
H 1.7717 0.9166 1.5637
```

**Frontier orbital gap**: 8.4832 eV
**LUMO energy**: -0.0122 Eh
**Highest occupied orbital energy**: -0.324 Ha
**SMILES**: CC(C)SC(=S)S

=====

## ii
C4H8S3 in the gas phase, computed with ωB97M-V with the def2-TZVPD basis set.

```
15
C4H8S3 (ωB97M-V with the def2-TZVPD basis set)
H -1.4562 1.3022 1.4358
C -0.9425 1.5897 0.4717
H 1.2660 0.5815 1.1712
S 1.2732 -0.6928 -2.2486
S 1.0632 -1.8046 1.3199
C 0.7701 -0.1993 0.6195
H -1.5773 2.0535 -0.2230
H -1.4356 -1.8331 0.9045
H -0.0461 2.2846 0.8639
H 0.9239 1.2693 -1.0404
S -1.9213 -1.0389 -0.0446
H 0.0983 -1.3918 -2.6921
C -0.4868 0.1541 0.0431
H 1.8316 -2.4649 0.2359
C 0.6394 0.1904 -0.8169
```

**Frontier orbital gap**: 9.6266 eV
**LUMO energy**: 0.0186 Eh
**Highest occupied orbital energy**: -0.335 Ha
**SMILES**: C[C@@]1(S)[C@H](S)[C@@H]1S

=====

Energy comparison, zero being the most stable, in eV: i 0.000; ii 1.087.